Entry 1:
Molecular formula: C60H180N36O24
Method: DFT, ωB97M-V/def2-TZVPD

Element x y z (Å)
C 4.4160 33.7542 -19.9369
O 4.5073 34.2029 -18.8366
N 3.7708 34.4688 -20.8213
N 4.8264 32.6053 -20.2446
H 3.5302 35.4291 -20.6210
H 3.4294 33.9534 -21.6200
H 4.9512 32.2726 -21.1900
H 5.0503 31.9492 -19.5101
C 4.1472 28.4022 -24.4411
O 4.2204 29.6221 -24.5363
N 4.8010 27.6725 -25.2221
N 3.5471 27.7911 -23.4740
H 4.7809 26.6627 -25.2189
H 5.2725 28.1646 -25.9675
H 3.1105 28.3315 -22.7410
H 3.3168 26.8136 -23.5823
C 3.0914 29.2171 -28.7892
O 3.5178 28.0669 -29.0842
N 2.2141 29.8588 -29.5574
N 3.0888 29.8013 -27.6793
H 1.9277 29.4513 -30.4360
H 1.8647 30.7652 -29.2810
H 3.6467 29.6210 -26.8569
H 2.4835 30.6097 -27.6632
C 4.0490 26.8260 -18.8137
O 5.0312 27.5657 -18.9813
N 3.3638 26.7545 -17.7068
N 3.4079 26.1267 -19.6600
H 3.6318 27.2586 -16.8737
H 2.8095 25.9131 -17.6362
H 2.4645 25.8002 -19.5068
H 3.8055 25.9851 -20.5775
C 7.5616 36.6313 -22.1736
O 7.8060 36.1349 -23.2501
N 8.3104 37.3607 -21.5097
N 6.4928 36.5008 -21.4669
H 8.2296 37.5234 -20.5162
H 9.0917 37.7708 -22.0011
H 5.7998 35.8354 -21.7786
H 6.5618 36.7192 -20.4832
C 5.5516 33.1175 -23.4594
O 5.0952 33.9931 -24.1293
N 6.7373 33.1348 -22.9725
N 4.9612 31.9605 -23.2572
H 7.1827 34.0411 -22.9510
H 7.1113 32.3418 -22.4713
H 5.5261 31.1453 -23.0666
H 4.0586 31.8838 -23.7039
C 0.7944 33.1179 -28.6063
O 1.4655 32.2855 -27.9739
N 0.5976 33.3757 -29.8438
N 0.2648 34.0748 -27.9167
H 1.0941 32.7563 -30.4683
H -0.0888 34.0146 -30.2190
H 0.3226 34.0139 -26.9102
H -0.2860 34.7689 -28.4014
C 2.1696 35.9488 -25.7638
O 1.4108 36.7881 -26.1154
N 3.4732 36.0080 -25.7996
N 1.7305 34.8137 -25.2566
H 4.0132 35.2648 -25.3798
H 4.0401 36.6925 -26.2794
H 2.2075 33.9693 -24.9744
H 0.7568 34.8935 -25.0006
C -1.7343 30.1152 -28.0547
O -2.1473 31.1563 -28.4776
N -0.4817 30.0480 -27.7133
N -2.4320 29.0392 -28.0115
H -0.1185 29.1776 -27.3521
H 0.0545 30.9015 -27.7783
H -1.9823 28.1548 -27.8225
H -3.4226 29.0435 -28.2087
C 8.5655 27.9043 -24.2954
O 8.7327 27.3819 -23.2238
N 7.8142 28.9862 -24.3410
N 9.1175 27.5180 -25.4112
H 7.2987 29.2410 -23.5106
H 7.5540 29.4595 -25.1944
H 9.5406 26.6058 -25.3172
H 8.6631 27.7332 -26.2872
C 6.7181 29.9189 -27.5845
O 6.9066 28.7773 -27.1277
N 7.2077 30.3954 -28.7150
N 6.0155 30.7668 -26.9560
H 6.8254 31.2592 -29.0724
H 8.0651 30.0434 -29.1165
H 5.6969 30.5277 -26.0279
H 5.9291 31.7176 -27.2857
C 6.6588 29.8408 -21.1671
O 7.3386 30.7210 -21.6751
N 5.6678 29.1545 -21.6837
N 6.6678 29.4639 -19.9164
H 5.1509 28.4690 -21.1517
H 5.2349 29.4208 -22.5566
H 6.0339 28.7372 -19.6162
H 7.2205 29.9697 -19.2390
C 0.0316 26.3012 -19.3556
C 0.2998 26.0308 -17.8308
C -0.9845 25.8192 -17.0334
O -0.7443 25.7149 -15.6286
C -0.1540 26.8178 -14.8734
N 1.1714 24.9206 -17.7816
H -0.7145 27.0766 -19.5294
H -0.4086 25.4462 -19.8686
H 0.8666 26.6070 -19.9860
H 0.7283 26.9282 -17.3846
H -1.3370 24.8228 -17.2999
H -1.7643 26.5753 -17.1245
H 0.1613 26.4859 -13.8842
H -0.8776 27.6046 -14.6599
H 0.7347 27.2064 -15.3708
H 0.8604 24.3855 -16.9834
H 1.1038 24.2405 -18.5252
C -5.3191 32.8422 -20.1497
C -4.5871 32.1881 -21.4045
C -3.3423 31.4128 -21.0646
O -2.3786 31.5742 -22.0984
C -2.7275 31.1118 -23.4582
N -5.6039 31.2868 -21.9324
H -5.8541 32.1614 -19.4876
H -6.1133 33.5080 -20.4873
H -4.6158 33.3477 -19.4879
H -4.2910 32.8730 -22.1991
H -3.6866 30.3811 -20.9922
H -2.8200 31.6676 -20.1425
H -2.6635 31.9913 -24.0988
H -3.6412 30.5714 -23.7058
H -2.0174 30.3736 -23.8310
H -6.0463 30.7857 -21.1753
H -6.2469 31.9741 -22.2987
C 0.5948 26.9121 -27.2702
C -0.3749 26.1063 -26.4366
C 0.0646 25.9027 -24.8963
O 0.0757 27.1180 -24.1467
C 0.2689 26.8133 -22.7560
N -1.5707 26.8942 -26.3204
H 0.8977 27.8000 -26.7152
H 0.2575 27.2285 -28.2573
H 1.4362 26.2405 -27.4401
H -0.6573 25.1670 -26.9119
H 1.0946 25.6325 -25.1291
H -0.4264 25.0305 -24.4646
H -0.4621 26.1385 -22.3105
H 0.2481 27.7645 -22.2242
H 1.2440 26.3487 -22.6095
H -1.4837 27.3742 -25.4359
H -2.2450 26.2118 -26.0046
C 4.6541 32.9545 -30.0329
C 4.2345 34.0886 -29.0177
C 5.4475 34.5833 -28.2670
O 6.1001 33.5097 -27.5308
C 7.0616 34.0079 -26.5447
N 3.5633 35.1056 -29.8516
H 3.7323 32.5271 -30.4275
H 5.2680 32.1842 -29.5660
H 5.2206 33.4594 -30.8153
H 3.5081 33.7504 -28.2787
H 5.1028 35.3631 -27.5879
H 6.0920 34.9929 -29.0448
H 7.9869 34.4195 -26.9479
H 7.1888 33.1322 -25.9083
H 6.6543 34.8831 -26.0385
H 3.3402 35.9129 -29.2872
H 2.6139 34.8183 -30.0418
C 0.9191 31.0558 -20.2916
C 1.3347 30.8349 -21.7399
C 1.4699 32.1187 -22.5547
O 1.9637 31.9686 -23.9078
C 0.9740 31.6115 -24.9072
N 2.5703 30.0851 -21.7915
H 0.1483 31.8002 -20.0921
H 1.7719 31.4197 -19.7186
H 0.6612 30.1591 -19.7281
H 0.6898 30.0960 -22.2154
H 2.3261 32.6899 -22.1957
H 0.5647 32.7248 -22.5904
H 0.4955 32.5049 -25.3085
H 0.2328 30.9212 -24.5047
H 1.6724 31.1938 -25.6323
H 2.9826 30.1258 -22.7127
H 3.2169 30.5976 -21.2090
C 1.9441 37.9710 -22.0688
C 3.3726 38.3056 -21.6593
C 3.5373 39.7926 -21.1358
O 2.7402 40.0594 -19.9922
C 2.8703 41.3881 -19.4691
N 3.6318 37.4466 -20.5262
H 1.7652 38.5189 -22.9940
H 1.1569 38.2650 -21.3746
H 1.8554 36.8886 -22.1610
H 4.0617 37.9920 -22.4434
H 3.3875 40.4994 -21.9520
H 4.5718 40.0548 -20.9144
H 1.9742 41.5530 -18.8709
H 2.8835 42.1956 -20.2012
H 3.8283 41.2944 -18.9577
H 3.0944 37.8636 -19.7796
H 4.5576 37.7854 -20.3067
C -7.2752 27.2286 -24.4686
C -6.9440 26.8786 -25.9093
C -5.9106 27.7925 -26.5021
O -6.1693 29.2034 -26.3320
C -5.0896 30.0862 -26.2752
N -6.5871 25.4816 -25.9578
H -6.5072 26.7863 -23.8340
H -8.2425 26.7923 -24.2197
H -7.3548 28.2745 -24.1719
H -7.8792 27.0762 -26.4331
H -5.7580 27.5528 -27.5544
H -5.0281 27.4830 -25.9422
H -4.5458 29.9274 -27.2064
H -4.5114 29.7357 -25.4202
H -5.4632 31.1013 -26.1403
H -6.5100 25.3088 -26.9499
H -5.6857 25.2897 -25.5444
C -1.9272 36.9990 -18.6384
C -1.9759 35.5638 -18.2987
C -0.9512 35.1680 -17.1937
O 0.4124 35.4803 -17.5692
C 0.9027 34.9217 -18.7621
N -3.3080 35.1689 -17.9935
H -1.8519 37.6412 -17.7609
H -2.8028 37.2677 -19.2294
H -1.0497 37.1843 -19.2580
H -1.7366 34.9485 -19.1659
H -0.9473 34.0876 -17.0490
H -1.2335 35.7782 -16.3358
H 1.9002 35.3203 -18.5771
H 0.3954 35.3307 -19.6358
H 0.9362 33.8327 -18.7934
H -3.6977 35.7278 -17.2479
H -3.9257 35.4135 -18.7542
C -1.1522 35.7415 -22.0397
C -1.9902 36.5444 -23.0220
C -2.7457 35.6584 -23.9928
O -1.9116 34.9808 -24.8969
C -2.5670 34.1932 -25.8628
N -2.8182 37.2246 -22.0553
H -0.4502 35.2221 -22.6920
H -1.7556 35.0889 -21.4088
H -0.5844 36.3609 -21.3454
H -1.4365 37.3295 -23.5369
H -3.4253 36.3210 -24.5287
H -3.3740 35.0366 -23.3550
H -1.7850 33.8383 -26.5341
H -3.2604 34.8228 -26.4205
H -3.1182 33.3181 -25.5188
H -3.4926 37.8093 -22.5279
H -3.4578 36.6222 -21.5573
C -5.3284 32.2807 -16.3393
C -3.9141 32.2469 -15.7450
C -2.8616 31.5629 -16.6820
O -2.9916 30.1810 -16.9981
C -2.9531 29.2887 -15.9167
N -3.5937 33.6562 -15.6207
H -5.2797 32.8131 -17.2892
H -6.0669 32.7910 -15.7210
H -5.5925 31.2522 -16.5853
H -3.9901 31.6465 -14.8384
H -1.8653 31.6323 -16.2452
H -2.7672 32.1120 -17.6188
H -3.7310 29.3928 -15.1603
H -2.0004 29.3370 -15.3894
H -3.0099 28.2745 -16.3118
H -4.5034 34.0320 -15.3943
H -3.4555 33.9828 -16.5664
C 3.2773 33.4966 -15.2154
C 3.8241 32.1314 -15.5605
C 2.9406 31.2071 -16.4994
O 1.7372 30.8268 -15.8617
C 0.9685 30.0246 -16.7399
N 5.2464 32.2455 -15.9815
H 2.3319 33.3883 -14.6838
H 3.0370 34.0318 -16.1340
H 3.9457 34.1063 -14.6074
H 3.7159 31.6619 -14.5828
H 3.5240 30.3174 -16.7362
H 2.7156 31.8169 -17.3744
H 1.6139 29.2023 -17.0488
H 0.6047 30.5089 -17.6462
H 0.1073 29.6822 -16.1661
H 5.5227 31.4000 -16.4600
H 5.3821 32.7978 -16.8162
C -3.9179 27.5418 -22.9299
C -3.9633 26.8773 -21.5552
C -5.2996 27.0183 -20.9157
O -5.4244 26.6528 -19.5607
C -4.7519 27.4879 -18.5850
N -3.6595 25.5284 -21.8129
H -2.8872 27.6074 -23.2786
H -4.2967 28.5622 -22.9886
H -4.3877 26.8609 -23.6397
H -3.1745 27.3854 -21.0005
H -6.0317 26.4778 -21.5156
H -5.6269 28.0566 -20.8622
H -3.6998 27.5837 -18.8533
H -4.8575 27.1333 -17.5597
H -4.8771 28.5650 -18.4739
H -3.0601 25.5875 -22.6236
H -4.4215 24.9658 -22.1635

Values from the calculation:
- HOMO energy (eV) = -8.6
- HOMO-LUMO gap (eV) = 8.5

Mulliken atomic charge list, values in e, 2 entries: C 0.3828; O -0.8282

---

Entry 2:
Molecular formula: C4H4O3
Method: DFT, ωB97M-V/def2-TZVPD

Element x y z (Å)
O 2.7169 0.6012 -0.4485
C 1.5874 0.5306 -0.0575
O 0.7010 1.7091 0.2242
C -0.4582 1.0223 0.6659
C -0.0413 -0.3434 0.2164
C -0.5809 -1.3159 -0.7402
O -0.5756 -1.5140 0.6900
H -1.3798 1.2435 0.1238
H -0.6536 1.0931 1.7511
H 0.1704 -1.9080 -1.2600
H -1.5654 -1.2611 -1.2031

Values from the calculation:
- energy relative to the best compared isomer or geometry (same formula, charge and spin) (kJ/mol) = 318.21
- SMILES = O=C1OC[C@@]12CO2
- HOMO energy (eV) = -10.1
- HOMO-LUMO gap (eV) = 10.9

Mulliken atomic charge list, values in e, 2 entries: O -0.4523; C 0.4273

---

Entry 3:
Molecular formula: C2H3NO2S
Method: DFT, ωB97M-V/def2-TZVPD

Element x y z (Å)
O 1.9335 0.9000 -0.1830
C 0.8479 0.4357 0.0984
S 0.2277 0.5130 1.7556
C 0.0336 -0.2098 -0.9791
N -1.1064 -0.7012 -0.7028
O -1.7050 -1.2402 -1.8083
H -0.9167 -0.1298 1.4924
H 0.4455 -0.2204 -1.9521
H -2.5452 -1.5837 -1.4954

Values from the calculation:
- energy relative to the best compared isomer or geometry (same formula, charge and spin) (kJ/mol) = 231.99
- SMILES = O=C(S)/C=N/O
- HOMO energy (eV) = -10.1
- HOMO-LUMO gap (eV) = 10.0

Mulliken atomic charge list, values in e, 2 entries: O -0.4931; C 0.4293

---

Entry 4:
Molecular formula: C26H45NO17S
Method: DFT, ωB97M-V/def2-TZVPD

Element x y z (Å)
C -3.1299 -1.5834 3.8051
C -3.7110 -0.3291 3.1435
C -4.8636 0.0950 4.0531
C -5.4652 1.4261 3.6403
C -4.3938 2.5220 3.7247
C -3.0892 2.1534 3.0088
N -2.7280 0.7344 3.2026
O -1.5681 0.4005 2.4747
C -3.2029 2.4887 1.5067
C -1.9390 2.9603 3.5857
C -4.2081 -0.7160 1.7418
H -2.1709 -1.8940 3.3703
H -3.7727 -2.4493 3.6457
H -2.8966 -1.4478 4.8633
H -5.6351 -0.6793 4.0541
H -4.5146 0.2454 5.0779
H -6.3027 1.7277 4.2817
H -5.9819 1.4068 2.6726
H -4.2159 2.7396 4.7796
H -4.7924 3.4092 3.2330
H -3.7611 1.7451 0.9366
H -3.6636 3.4630 1.3314
H -2.2110 2.5122 1.0481
H -2.1368 4.0378 3.4853
H -1.7543 2.7690 4.6430
H -1.0019 2.8767 3.0294
H -4.7190 -1.6788 1.7441
H -3.3763 -0.7741 1.0392
H -4.9390 0.0111 1.3818
H -0.8556 0.4260 3.1203
C 1.3912 -0.7030 -0.4722
S -0.1493 0.0495 -1.0081
O -0.2764 -0.1382 -2.4842
C 0.1396 1.8137 -0.6671
H 2.1109 -0.7622 -1.2926
H 1.2232 -1.7647 -0.2740
H 1.8225 -0.2609 0.4234
H -0.8377 2.2646 -0.8416
H 0.7859 2.3242 -1.3789
H 0.4208 1.8187 0.3828
C -3.2635 3.6464 -2.6214
C -2.9722 3.2078 -4.0476
O -1.5337 3.3155 -4.0990
C -1.1196 4.0628 -3.0573
O 0.0077 4.2726 -2.7668
O -2.1977 4.5575 -2.3739
H -3.4181 2.8000 -1.9462
H -4.2103 4.1904 -2.5747
H -3.3868 3.8807 -4.7996
H -3.3083 2.2024 -4.2857
C 1.8602 -2.5188 -3.9886
C 2.0870 -1.0702 -4.4316
O 3.2776 -1.2005 -5.2559
C 3.8971 -2.3606 -4.9872
O 4.9286 -2.7090 -5.4519
O 3.1701 -3.1004 -4.0978
H 1.1210 -3.0154 -4.6099
H 1.6164 -2.5238 -2.9297
H 2.3158 -0.3765 -3.6318
H 1.2925 -0.7490 -5.0940
C 2.1121 -6.4317 -1.5366
C 2.7938 -5.0557 -1.5499
O 1.8093 -4.1816 -0.9980
C 0.7535 -4.8769 -0.5459
O -0.1484 -4.4256 0.0759
O 0.8214 -6.1660 -0.9618
H 2.6256 -7.1574 -0.9127
H 1.9022 -6.8216 -2.5291
H 3.1027 -4.7015 -2.5307
H 3.7061 -5.0200 -0.9517
C 3.2781 -2.5519 1.9599
C 4.5359 -2.1631 2.7797
O 5.4807 -1.7891 1.7698
C 4.9056 -1.7929 0.5632
O 5.3567 -1.3244 -0.4302
O 3.6735 -2.3759 0.6194
H 2.4205 -1.9374 2.2391
H 3.0207 -3.5865 2.1826
H 4.8831 -3.0377 3.3256
H 4.4562 -1.3084 3.4445
C 3.7516 1.7353 -1.4511
C 3.9108 3.0050 -2.2660
O 4.1612 3.9956 -1.2387
C 3.9874 3.4674 -0.0112
O 4.1521 4.0477 1.0102
O 3.5486 2.1850 -0.1148
H 4.5744 1.0208 -1.4302
H 2.8503 1.1937 -1.7316
H 3.0290 3.3721 -2.7879
H 4.7510 2.9305 -2.9533

Values from the calculation:
- HOMO energy (eV) = -8.5
- HOMO-LUMO gap (eV) = 8.6

Mulliken atomic charge list, values in e, 2 entries: C -1.9197; C 1.6951

---

Entry 5:
Molecular formula: C31H44BrN3P2Zr
Method: DFT, ωB97M-V/def2-TZVPD

Element x y z (Å)
N 3.5563 1.9597 5.3035
C 2.4034 1.3982 5.6924
C 1.5228 0.7813 4.7797
C 1.9143 0.6950 3.4265
C 3.0786 1.3624 3.0225
C 3.8789 1.9669 4.0134
C 1.1716 -0.1656 2.4481
Zr -0.1979 0.0716 0.7815
P -1.0532 -1.8203 -2.1990
C 1.8383 -0.5726 1.1912
C 2.2088 -1.9831 0.9429
C 2.6903 -2.3721 -0.3239
C 2.3052 -3.6026 -0.8347
C 1.6596 -4.5173 0.0331
C 1.7419 -4.3000 1.4301
C 2.0050 -3.0124 1.8996
Br -0.7821 -2.7354 0.4136
H 0.5609 -0.9337 2.9681
H 2.4091 0.1686 0.6181
H 0.5829 0.3672 5.1432
H 3.3982 1.3312 1.9822
H 2.1925 1.4042 6.7697
H 4.8218 2.4365 3.7096
H 3.2600 -1.6528 -0.9174
H 2.0283 -2.7740 2.9722
H 2.4576 -3.8175 -1.9059
H 1.5297 -5.1120 2.1492
P 0.2740 2.5152 -0.3820
C -1.3767 -3.5574 -2.4858
C -0.7737 -4.4701 -3.4997
H -1.9167 -4.0705 -1.6871
H 1.2181 -5.4492 -0.3305
H -0.7139 -5.4931 -3.0748
H -1.2942 -4.6031 -4.4762
H 0.2691 -4.1863 -3.7233
C 0.4524 -1.4975 -3.2222
C 0.1413 -1.6960 -4.7064
H 1.2686 -2.1483 -2.8722
H 0.7779 -0.4671 -3.0120
H 1.0191 -1.4896 -5.3363
H -0.1451 -2.7305 -4.9240
H -0.6803 -1.0400 -5.0267
C -2.5012 -0.8671 -2.9252
C -3.3475 -1.4830 -4.0471
H -2.0998 0.1196 -3.2157
H -3.1510 -0.6555 -2.0646
H -4.2134 -0.8256 -4.2307
H -2.8226 -1.5847 -5.0041
H -3.7066 -2.4731 -3.7503
C -1.3459 3.2629 -0.8783
C -1.3155 4.6295 -1.5742
H -1.9435 3.3101 0.0456
H -1.8369 2.5149 -1.5210
H -0.9616 5.4276 -0.9069
H -0.7066 4.6244 -2.4898
H -2.3430 4.8853 -1.8658
C 1.1164 2.3816 -2.0269
C 2.4464 1.6318 -1.9967
H 1.2651 3.4166 -2.3869
H 0.4066 1.8810 -2.7082
H 3.2350 2.1611 -1.4444
H 2.3603 0.6241 -1.5657
H 2.8214 1.5072 -3.0200
C 1.1780 3.9904 0.2517
C 0.9459 4.2940 1.7242
H 0.8810 4.8479 -0.3758
H 2.2488 3.8056 0.0628
H 1.5129 5.1942 1.9902
H -0.1018 4.5053 1.9723
H 1.3042 3.4805 2.3661
N -5.0171 -3.0582 2.6916
C -4.4449 -2.0494 2.8637
C -3.7429 -0.7858 2.9704
C -4.4259 0.4153 3.1577
C -3.7092 1.6113 3.1313
C -2.3797 1.5985 2.7120
N -1.7704 0.4205 2.3708
C -2.3680 -0.7558 2.7498
H -5.5046 0.4018 3.3007
H -4.1855 2.5547 3.3916
H -1.7494 2.4948 2.6508
H -1.7303 -1.6424 2.8446

Values from the calculation:
- energy relative to the best compared isomer or geometry (same formula, charge and spin) (kJ/mol) = 422.00
- HOMO energy (alpha / beta) (eV) = -18.8 / -18.8
- total charge = +4
- HOMO-LUMO gap (alpha / beta) (eV) = 3.4 / 3.4

Mulliken atomic charge list, values in e, 2 entries: N -0.4580; C -0.5920